--- one ---
Here is a cluster of 2 separate species, C4H14NO in total from OMol25. Energies are from wB97M-V/def2-TZVPD.

Geometry as XYZ:
```
20
Properties=species:S:1:pos:R:3:mulliken_charge:R:1
O -0.8242 -1.8030 1.3359 -0.581
N -0.2714 -0.2047 -1.1120 -0.121
C 0.1461 1.3173 0.9212 -1.309
C 0.8040 0.5276 -0.2005 0.478
C -1.6113 0.4871 -1.1440 -0.884
C 1.9377 -0.4096 0.0275 -1.390
H -0.6059 0.7594 1.4735 0.236
H -1.6103 1.5531 -1.3361 0.348
H -2.1212 0.0862 -2.0243 0.357
H 2.8339 0.0637 0.4300 0.395
H -0.3273 2.2287 0.5581 0.419
H -1.1164 -2.7273 1.1950 0.279
H -0.9181 -1.6534 2.2872 0.289
H 2.3231 -0.7466 -0.9467 0.409
H 1.7784 -1.3287 0.5880 0.318
H 1.1391 1.3340 -0.8540 0.331
H -2.0998 0.2001 -0.2267 0.351
H 0.1870 -0.3998 -1.9859 0.389
H 0.8900 1.7514 1.5911 0.369
H -0.5332 -1.0355 -0.5772 0.318
```

As for the LUMO energy: -0.110 hartree. For the gap between HOMO and LUMO, the calculation gives 12.97 eV. The spin multiplicity is 1. The charge is +1. The HOMO energy comes out at -15.961 eV.

=====

--- two ---
Here is a cluster of 3 separate species, C4H14NO in total from OMol25. Energies are from wB97M-V/def2-TZVPD.

Geometry as XYZ:
```
20
Properties=species:S:1:pos:R:3:mulliken_charge:R:1
O 1.0144 1.1868 1.1256 -0.516
N -1.4119 1.1918 -1.2670 -0.283
C -1.1102 -1.0342 -0.3208 -1.086
C -0.4539 -0.0069 -1.3383 -0.212
C 1.0566 0.1152 -1.3851 -0.145
C -1.5070 1.9410 0.0353 -0.623
H 1.4914 0.7088 1.8377 0.351
H 1.5209 0.7398 -2.2131 0.353
H 1.5286 -0.9523 -1.2867 0.360
H 3.8599 -4.2777 3.9261 0.023
H 3.1589 -4.2416 3.7928 -0.022
H -0.7109 -0.3457 -2.4046 0.418
H -0.5783 -1.9460 -0.3014 0.401
H -0.9693 -0.5548 0.6897 0.304
H -2.5955 2.2068 0.1379 0.265
H 0.9958 0.4877 0.1696 0.220
H -2.1983 -1.1898 -0.3953 0.348
H -1.2810 1.2814 0.8725 0.260
H -0.8317 1.7864 -1.9483 0.293
H -0.9785 2.9033 0.2734 0.293
```

As for the LUMO energy: -0.321 hartree. For the gap between HOMO and LUMO, the calculation gives 5.65 eV. The spin multiplicity is 1. The charge is +1. The HOMO energy comes out at -14.373 eV.

=====

Most stable: one. Least stable: two.

=====

--- one ---
Here is the molecule C4H8 from OMol25. Energies are from wB97M-V/def2-TZVPD.

Geometry as XYZ:
```
12
Properties=species:S:1:pos:R:3:mulliken_charge:R:1
C -0.1437 -0.3834 -1.4388 -0.950
C 0.5203 -1.1264 -0.3896 0.036
C 0.7367 -0.1806 0.7357 -0.386
C -0.0820 1.0056 1.0920 -1.033
H -1.1165 0.8856 0.7478 0.301
H 1.7496 -0.1679 1.1465 0.321
H -1.1419 -0.6600 -1.7671 0.314
H 0.2879 1.9340 0.6289 0.262
H 0.2330 0.5650 -1.7970 0.377
H 1.5539 -1.3618 -0.6924 0.175
H 0.0302 -2.0754 -0.1453 0.237
H -0.0432 1.1879 2.1756 0.347
```

As for the LUMO energy (spin up / spin down): 0.031 / 0.020 hartree. For the gap between HOMO and LUMO (spin up / spin down), the calculation gives 8.78 / 8.04 eV. The spin multiplicity is 1. The HOMO energy (spin up / spin down) comes out at -7.929 / -7.498 eV.

=====

--- two ---
Here is a cluster of 2 separate species, C4H8 in total from OMol25. Energies are from wB97M-V/def2-TZVPD.

Geometry as XYZ:
```
12
Properties=species:S:1:pos:R:3:mulliken_charge:R:1
C 0.9208 -1.0227 0.8600 -0.700
C 0.9953 0.6537 -0.6334 -0.804
C 0.1933 -0.5311 -0.2123 0.435
C -1.1059 -0.6358 -0.6803 -0.862
H 0.2655 -1.6885 1.4303 0.237
H 1.9435 -0.6734 0.8486 0.356
H -1.0006 -0.5069 -1.7528 0.355
H -3.4999 5.7008 2.1312 -0.003
H -1.6358 -1.1341 0.1352 0.252
H 0.4879 1.5446 -0.2927 0.338
H 1.8095 0.2432 -1.2186 0.393
H -4.0910 5.8400 2.5530 0.003
```

As for the LUMO energy: -0.037 hartree. For the gap between HOMO and LUMO, the calculation gives 6.33 eV. The spin multiplicity is 1. The HOMO energy comes out at -7.350 eV.

=====

--- three ---
Here is the molecule C4H8 from OMol25. Energies are from wB97M-V/def2-TZVPD.

Geometry as XYZ:
```
12
Properties=species:S:1:pos:R:3:mulliken_charge:R:1
C 1.8168 -0.8129 0.4856 -0.696
C -0.5843 -0.3257 -0.0430 -0.318
C -1.2179 0.9638 -0.7106 -1.062
C 0.6994 -0.1115 0.7079 -0.130
H -1.2749 -0.6850 0.7181 0.241
H 2.0028 -1.5216 -0.3720 0.215
H -0.6510 -1.1948 -0.8308 0.275
H -1.5389 1.6949 0.0953 0.257
H 2.7805 -0.6664 0.9945 0.254
H 0.5886 0.5537 1.5584 0.286
H -0.5103 1.4086 -1.3358 0.362
H -2.1108 0.6970 -1.2676 0.316
```

As for the LUMO energy: 0.047 hartree. Its structure (SMILES) is C=CCC. For the gap between HOMO and LUMO, the calculation gives 10.87 eV. The spin multiplicity is 1. The HOMO energy comes out at -9.594 eV.

=====

Most stable: three. Least stable: two.